The following is a DFT calculation (ωB97M-V/def2-TZVPD) of C42H42FNO3P2SbTi as an isolated structure.

```
! wB97M-V def2-TZVPD RIJCOSX def2/J DEFGRID3
* xyz 2 2
Ti -1.404 -0.484 0.623
C 4.489 -2.184 4.957
C 4.601 -2.748 3.550
C 5.945 -2.418 2.924
C 6.064 -3.065 1.556
C 4.908 -2.658 0.683
C 5.029 -2.653 -0.686
C 3.962 -2.260 -1.491
F 4.126 -2.273 -2.817
C 2.773 -1.850 -0.965
C 2.625 -1.841 0.431
C 1.379 -1.404 1.009
O 0.457 -0.971 0.221
C 1.265 -1.457 2.401
C 2.349 -1.870 3.153
N 3.510 -2.250 2.647
C 3.686 -2.254 1.259
C 0.042 -1.052 3.159
O 0.043 -0.934 4.352
O -1.044 -0.842 2.402
H 5.373 -2.496 5.511
H 3.627 -2.557 5.508
H 4.465 -1.093 4.940
H 4.494 -3.836 3.589
H 6.728 -2.782 3.586
H 6.054 -1.331 2.850
H 6.074 -4.153 1.668
H 7.002 -2.791 1.073
H 5.961 -2.951 -1.150
H 1.956 -1.540 -1.603
H 2.240 -1.879 4.227
C -3.804 -4.366 0.658
Sb -2.972 -2.688 -0.342
C -3.986 -1.147 0.833
C -4.162 -2.575 -2.101
H -4.883 -4.243 0.725
H -3.370 -4.446 1.651
H -3.569 -5.261 0.085
H -4.968 -0.954 0.403
H -3.541 -0.146 0.938
H -4.116 -1.536 1.843
H -5.211 -2.690 -1.836
H -3.871 -3.376 -2.779
H -4.001 -1.612 -2.583
C -0.276 1.879 -1.254
P -1.248 0.454 -1.898
C -2.631 1.184 -2.807
C -3.861 1.305 -2.161
C -4.925 1.931 -2.794
C -4.761 2.430 -4.078
C -3.540 2.302 -4.730
C -2.474 1.681 -4.099
C -0.173 -0.356 -3.101
C -0.481 -1.664 -3.476
C 0.321 -2.337 -4.385
C 1.441 -1.710 -4.916
C 1.751 -0.409 -4.548
C 0.947 0.270 -3.643
P -0.951 2.040 0.440
C 0.391 2.593 1.515
C 0.362 2.203 2.854
C 1.358 2.628 3.722
C 2.384 3.436 3.250
C 2.414 3.826 1.917
C 1.417 3.411 1.048
C -2.227 3.320 0.438
C -2.874 3.580 1.648
C -3.858 4.551 1.709
C -4.208 5.258 0.566
C -3.575 4.994 -0.639
C -2.583 4.025 -0.709
H -0.266 2.779 -1.866
H 0.747 1.517 -1.118
H -3.983 0.920 -1.154
H -5.877 2.029 -2.289
H -5.589 2.915 -4.578
H -3.421 2.684 -5.735
H -1.526 1.570 -4.613
H -1.350 -2.157 -3.057
H 0.077 -3.350 -4.675
H 2.073 -2.237 -5.618
H 2.621 0.080 -4.966
H 1.201 1.286 -3.367
H -0.439 1.575 3.226
H 1.327 2.328 4.761
H 3.160 3.772 3.925
H 3.210 4.464 1.557
H 1.438 3.734 0.013
H -2.596 3.035 2.543
H -4.349 4.759 2.650
H -4.976 6.018 0.614
H -3.846 5.547 -1.529
H -2.105 3.827 -1.658
*
```

Summary:
E = -3778.07659 hartree
orbital gap (spin up / spin down) = 7.852 / 8.205 eV

Population analysis type Mulliken, resulting atomic charges in e: -0.90, -1.85, 0.47, -0.97, -1.12, 1.25, -0.85, -0.18, -0.30, 0.24, 0.53, 1.28, 0.28, -0.12, -0.15, 0.22, -1.48, 0.25, -0.63, -0.42, 0.44, 0.54, 0.40, 0.16, 0.38, 0.34, 0.35, 0.49, 0.55, 0.24, 0.67, -1.21, 0.75, -1.33, -1.09, 0.40, 0.37, 0.38, 0.55, 0.26, 0.51, 0.47, 0.42, 0.21, -2.19, 0.94, 0.55, 0.33, -0.79, -0.73, -0.66, -0.75, 0.07, -0.24, -0.67, -0.66, -0.89, 0.07, 0.90, 0.81, -0.46, -0.77, -0.64, -0.77, -0.62, 1.07, -0.71, -0.71, -0.63, -0.70, -0.14, 1.03, 0.89, 0.12, 0.50, 0.43, 0.46, 0.45, 0.21, 0.48, 0.46, 0.47, 0.44, 0.47, 0.50, 0.45, 0.45, 0.43, 0.40, 0.45, 0.42, 0.48, 0.18



The following is a DFT calculation (ωB97M-V/def2-TZVPD) of C42H42O3P2Sr as an isolated structure at a distorted geometry.

```
! wB97M-V def2-TZVPD RIJCOSX def2/J DEFGRID3
* xyz 0 1
Sr 0.677 1.577 0.560
C 0.393 -4.290 -1.000
C 0.764 -3.722 -2.156
C 0.054 -3.933 -3.456
C -1.504 -4.043 -3.430
C -2.269 -3.407 -2.299
C -2.571 -3.997 -1.133
C -1.978 -5.266 -0.610
C -0.486 -5.504 -0.941
C -1.380 2.896 1.714
H 0.795 -3.954 -0.039
H 1.729 -3.202 -2.258
H 0.431 -4.858 -3.937
H 0.307 -3.111 -4.143
H -1.852 -3.548 -4.354
H -1.780 -5.108 -3.545
H -2.767 -2.469 -2.573
H -3.466 -3.693 -0.575
H -2.540 -6.132 -1.001
H -2.104 -5.297 0.481
H -0.082 -6.158 -0.151
H -0.427 -6.079 -1.880
H -1.177 2.962 2.797
H -2.460 2.887 1.530
H -0.928 3.771 1.210
P 1.430 -0.984 -0.858
P -1.980 0.503 0.010
C -0.138 -0.989 -1.691
C -1.399 -0.551 -1.314
C 2.591 -0.073 -1.884
C 2.761 -0.473 -3.227
C 3.613 0.247 -4.062
C 4.259 1.395 -3.580
C 4.031 1.843 -2.274
C 3.225 1.111 -1.409
C 2.228 -1.956 0.413
C 1.529 -2.290 1.611
C 2.209 -2.928 2.644
C 3.562 -3.259 2.504
C 4.259 -2.922 1.337
C 3.606 -2.271 0.296
C -3.182 1.529 -0.886
C -2.688 2.420 -1.863
C -3.543 3.365 -2.427
C -4.897 3.380 -2.070
C -5.408 2.416 -1.192
C -4.558 1.464 -0.623
C -2.823 -0.353 1.368
C -2.861 0.212 2.653
C -3.512 -0.459 3.684
C -4.077 -1.721 3.451
C -3.998 -2.306 2.182
C -3.385 -1.615 1.136
H -0.065 -1.290 -2.751
H -2.168 -0.646 -2.091
H 2.232 -1.354 -3.601
H 3.775 -0.074 -5.089
H 4.947 1.940 -4.223
H 4.494 2.766 -1.917
H 3.132 1.430 -0.354
H 0.466 -2.037 1.695
H 1.683 -3.175 3.568
H 4.077 -3.784 3.307
H 5.318 -3.165 1.241
H 4.138 -1.984 -0.613
H -1.641 2.370 -2.174
H -3.153 4.094 -3.139
H -5.558 4.138 -2.488
H -6.466 2.404 -0.941
H -4.951 0.677 0.023
H -2.384 1.179 2.810
H -3.572 -0.003 4.674
H -4.575 -2.244 4.266
H -4.408 -3.302 2.013
H -3.318 -2.038 0.135
O 2.882 3.782 4.401
C 2.948 4.931 3.715
C 3.518 6.059 4.335
C 3.612 7.249 3.624
C 3.010 7.387 2.362
C 2.417 6.285 1.749
C 2.442 5.043 2.386
C 1.962 3.838 1.704
O 1.450 3.904 0.538
O 2.035 2.683 2.311
H 2.533 3.114 3.710
H 3.870 5.968 5.366
H 4.140 8.091 4.070
H 3.009 8.356 1.857
H 1.938 6.352 0.777
*
```

Summary:
energy relative to the best compared isomer or geometry (same formula, charge and spin) = 64.29 kcal/mol
E = -2564.64421 hartree
orbital gap (spin up / spin down) = 5.530 / 5.528 eV

Population analysis type Mulliken, resulting atomic charges in e: 1.50, 0.12, -0.56, -1.29, -1.30, 0.21, -0.79, -1.05, -1.13, -1.95, 0.35, 1.22, 0.56, 0.15, 0.42, 0.27, 0.78, 0.87, 0.34, 0.37, 0.48, 0.29, 0.18, 0.56, 0.47, -1.25, 0.46, 0.12, -0.77, 1.12, -0.36, -0.67, -0.58, -0.85, -0.80, 1.27, -0.68, -0.61, -0.52, -0.66, -0.56, 0.49, -0.53, -0.65, -0.47, -0.59, -0.34, 0.53, -0.25, -0.58, -0.58, -0.27, -0.27, 0.46, 0.85, 0.17, 0.42, 0.39, 0.46, 0.63, 0.53, 0.43, 0.37, 0.41, 0.44, 0.34, 0.37, 0.36, 0.39, 0.39, 0.04, 0.42, 0.37, 0.41, 0.05, -0.72, 0.38, -0.56, -0.31, -0.65, -0.35, -0.16, 1.77, -1.01, -1.21, 0.36, 0.41, 0.36, 0.37, 0.40



The following is a DFT calculation (ωB97M-V/def2-TZVPD) of C42H42O3P2Zr as an isolated structure at a distorted geometry.

```
! wB97M-V def2-TZVPD RIJCOSX def2/J DEFGRID3
* xyz 2 1
Zr -1.012 -0.656 -0.494
C -1.064 4.466 0.977
C 0.136 4.146 0.493
C 1.405 3.878 1.237
C 1.559 2.391 1.695
C 0.674 1.966 2.820
C -0.408 2.582 3.312
C -0.552 4.072 3.456
C -1.409 4.775 2.398
C -2.677 -2.071 -0.206
H -1.901 4.581 0.282
H 0.284 4.153 -0.597
H 1.567 4.552 2.089
H 2.223 4.068 0.521
H 1.420 1.759 0.796
H 2.604 2.231 1.991
H 0.888 0.918 3.113
H -1.136 1.975 3.871
H 0.436 4.555 3.491
H -1.016 4.247 4.439
H -2.469 4.549 2.564
H -1.313 5.854 2.607
H -3.485 -1.592 0.382
H -2.443 -3.054 0.217
H -3.042 -2.215 -1.238
P 0.633 -1.045 -2.435
P 0.586 -2.358 0.403
C 2.020 -0.733 -1.305
C 2.053 -1.365 -0.101
C 1.526 -1.968 -3.763
C 2.931 -1.912 -3.805
C 3.651 -2.363 -4.920
C 2.964 -2.881 -6.026
C 1.557 -2.952 -5.991
C 0.836 -2.500 -4.873
C 0.513 0.597 -3.282
C -0.307 1.556 -2.689
C -0.539 2.764 -3.342
C 0.018 2.992 -4.609
C 0.942 2.085 -5.144
C 1.206 0.888 -4.472
C 1.204 -4.060 0.158
C 1.525 -4.404 -1.172
C 2.610 -5.243 -1.410
C 3.223 -5.919 -0.347
C 2.731 -5.766 0.953
C 1.748 -4.813 1.215
C 0.493 -2.276 2.210
C -0.524 -3.001 2.860
C -0.372 -3.304 4.213
C 0.750 -2.834 4.911
C 1.673 -1.991 4.282
C 1.506 -1.648 2.939
H 2.818 -0.088 -1.688
H 2.952 -1.428 0.542
H 3.496 -1.474 -2.979
H 4.736 -2.293 -4.911
H 3.527 -3.227 -6.899
H 1.021 -3.353 -6.853
H -0.265 -2.517 -4.866
H -0.798 1.407 -1.694
H -1.170 3.520 -2.870
H -0.268 3.884 -5.167
H 1.445 2.299 -6.090
H 1.938 0.188 -4.867
H 0.995 -3.923 -2.002
H 3.002 -5.356 -2.423
H 4.073 -6.575 -0.531
H 3.136 -6.360 1.774
H 1.464 -4.622 2.255
H -1.403 -3.323 2.297
H -1.122 -3.908 4.727
H 0.888 -3.105 5.959
H 2.522 -1.598 4.839
H 2.154 -0.924 2.446
O -3.226 1.065 3.413
C -3.879 1.915 2.569
C -4.827 2.781 3.106
C -5.567 3.621 2.270
C -5.350 3.615 0.889
C -4.383 2.782 0.343
C -3.609 1.962 1.180
C -2.597 1.146 0.597
O -2.636 0.829 -0.655
O -1.630 0.608 1.294
H -2.439 0.753 2.901
H -4.962 2.775 4.186
H -6.334 4.267 2.710
H -5.950 4.263 0.243
H -4.175 2.718 -0.719
*
```

Summary:
E = -2580.51618 hartree
orbital gap = 5.488 eV

Population analysis type Mulliken, resulting atomic charges in e: -0.30, -0.54, -0.13, -1.44, 0.25, -0.71, 0.26, -1.48, -0.38, -1.27, 0.46, 0.47, 0.40, 0.48, -0.37, 0.56, 0.17, 0.73, 0.41, 0.47, 0.08, 0.47, 0.34, 0.43, 0.45, 1.34, 0.54, -1.04, -0.65, 0.37, -0.32, -0.88, -0.52, -0.78, -0.19, 1.71, -0.24, -0.93, -0.72, -0.77, -0.50, 0.46, -0.45, -0.62, -0.62, -0.58, -0.45, 1.36, -0.54, -0.70, -0.55, -0.69, -0.25, 1.05, 0.87, 0.46, 0.47, 0.45, 0.43, 0.46, -0.68, 0.52, 0.42, 0.43, 0.34, 0.60, 0.45, 0.41, 0.44, 0.24, 0.29, 0.48, 0.45, 0.46, 0.26, -0.69, 0.70, -0.64, -0.43, -0.79, -0.75, 0.33, 2.00, -1.01, -0.54, 0.04, 0.48, 0.42, 0.44, 0.54